Record 1
{"formula": "C36H33F6N2O15P", "method": "ωB97M-V with the def2-TZVPD basis set", "homo_lumo_gap_ev": 7.168, "total_charge": 0, "largest_force_ev_per_a": 4.69, "smiles": "C=CCc1c(COO)cc(-c2ccncc2)c2c1C(=O)c1c(CP(=O)(O)O)c(CNC)c(C(F)(F)C(F)F)c(CC(=O)O)c1C2=O.O=C1OC[C@@H](F)O1.O=C1OC[C@@H](F)O1", "total_energy_ev": -97146.9762, "symbols": ["C", "C", "C", "C", "C", "C", "O", "O", "C", "C", "C", "C", "C", "N", "C", "C", "C", "C", "C", "O", "C", "C", "C", "P", "O", "O", "O", "C", "C", "N", "C", "C", "C", "F", "F", "C", "F", "F", "C", "C", "C", "O", "O", "C", "C", "O", "H", "H", "H", "H", "H", "H", "H", "H", "H", "H", "H", "H", "H", "H", "H", "H", "H", "H", "H", "H", "H", "H", "H", "H", "H", "H", "H", "O", "C", "O", "C", "C", "F", "O", "H", "H", "H", "O", "C", "O", "C", "C", "F", "O", "H", "H", "H"], "positions_angstrom": [[-1.3980, -4.3410, -1.8095], [-1.3564, -4.0051, -3.1524], [-0.0790, -3.3778, -3.8669], [0.8126, -2.6952, -2.7938], [2.0035, -3.4070, -2.2620], [2.4109, -4.8369, -2.7840], [3.3274, -4.7354, -3.8994], [2.8641, -5.4495, -4.9878], [2.8683, -2.7879, -1.2420], [2.5853, -1.4609, -0.6628], [3.5193, -0.8894, 0.4086], [3.3786, -1.1850, 1.8614], [4.3763, -0.5845, 2.7366], [5.4102, 0.2420, 2.4521], [5.5706, 0.5341, 1.1289], [4.6749, -0.0228, 0.1284], [1.4181, -0.7624, -1.1863], [0.5647, -1.3577, -2.2417], [-0.6405, -0.5044, -2.7626], [-0.9752, -0.5153, -3.9233], [-1.3503, 0.3528, -1.6649], [-2.8026, 0.5871, -1.6120], [-3.6702, -0.0858, -2.7422], [-4.1701, 1.0570, -4.1211], [-5.3094, 0.3905, -4.8230], [-2.9771, 1.2223, -5.2938], [-4.7399, 2.5289, -3.5936], [-3.3946, 1.4063, -0.5244], [-4.9456, 1.5856, -0.5537], [-5.6092, 0.7608, 0.4962], [-6.9966, 0.4211, 0.1075], [-2.5896, 1.9944, 0.5520], [-3.1066, 2.8292, 1.7397], [-2.3479, 3.9794, 1.9884], [-4.4176, 3.2597, 1.6691], [-3.0149, 1.9058, 3.0552], [-2.6832, 2.6761, 4.1706], [-4.2178, 1.2640, 3.2684], [-1.1300, 1.7168, 0.5011], [-0.1163, 2.2211, 1.5825], [0.4549, 3.6126, 1.1300], [0.4156, 3.9916, -0.0100], [1.0630, 4.4124, 2.0948], [-0.5324, 0.9325, -0.5947], [1.0085, 0.6616, -0.6935], [1.8629, 1.4786, -0.4545], [-2.1930, -3.9762, -1.1061], [-0.5919, -5.0452, -1.4196], [-2.2708, -4.2107, -3.7666], [0.4621, -4.2196, -4.3732], [-0.4718, -2.6914, -4.6531], [2.9645, -5.3448, -1.9484], [1.5160, -5.4616, -3.0288], [2.1739, -4.8728, -5.3781], [3.7621, -3.3719, -0.9171], [2.5650, -1.8566, 2.2351], [4.2685, -0.8512, 3.8239], [6.4243, 1.1985, 0.8404], [4.8799, 0.2289, -0.9448], [-4.6255, -0.4136, -2.2375], [-3.1943, -1.0408, -3.1000], [-2.2789, 1.7773, -4.8882], [-3.9901, 3.1433, -3.4556], [-5.1636, 2.6906, -0.4222], [-5.4345, 1.2998, -1.5148], [-5.5699, 1.2458, 1.3910], [-7.4091, -0.4205, 0.7355], [-7.0935, 0.0857, -0.9568], [-7.6252, 1.3532, 0.2469], [-2.2070, 1.1405, 2.8934], [0.7579, 1.5183, 1.7035], [-0.5549, 2.3449, 2.6032], [0.9639, 5.3581, 1.8343], [0.7981, -4.9741, 0.2690], [1.6808, -5.5162, 0.8522], [1.9140, -6.8562, 0.8147], [3.1286, -7.0855, 1.5258], [3.2045, -5.8833, 2.4205], [4.4894, -5.5249, 2.6514], [2.5831, -4.8729, 1.6482], [3.9600, -7.1350, 0.8187], [3.0865, -8.0199, 2.0839], [2.6771, -5.9946, 3.3712], [4.8979, 8.1738, 5.6196], [3.8996, 8.0042, 5.0029], [2.6914, 8.5408, 5.3357], [1.7906, 8.2158, 4.2822], [2.4347, 7.0034, 3.6767], [2.1920, 6.9335, 2.3407], [3.8124, 7.2397, 3.8733], [1.7318, 9.0530, 3.5824], [0.7926, 8.0102, 4.6679], [2.1519, 6.0604, 4.1511]], "forces_ev_per_a": [[0.7788, -0.4423, -0.9300], [-0.2400, 0.0248, 0.7855], [-0.5931, -1.6548, 0.6128], [1.9874, 0.7199, 1.1438], [-0.2178, 1.5223, 0.4413], [-0.1624, 0.6008, 1.1599], [-0.1182, 0.9110, 1.4814], [-1.0337, -0.6271, -1.2000], [-1.8830, 0.7772, -0.8743], [-0.5901, -0.9879, -1.5932], [1.7261, 0.9577, 2.7411], [1.5279, 1.2870, -2.1898], [-1.2402, -0.8849, 0.3753], [-1.0177, -0.6047, -1.6765], [-1.7054, -1.3927, -0.2643], [-0.4320, -0.2698, -0.1664], [-0.5014, -1.2007, -0.8109], [0.7940, -0.7180, 0.5679], [0.7515, -0.2479, 1.2610], [-0.0478, 0.1405, 0.6862], [-0.8922, 1.2596, 1.8424], [1.7296, 0.1877, 0.5201], [0.2344, 0.6072, 2.0546], [-2.7763, -1.8557, -3.2878], [1.2501, 0.7141, 1.1402], [-0.8538, 1.1272, 3.1045], [2.4512, -1.1404, -0.2086], [0.5214, -0.4451, -0.4777], [-0.2928, 0.6713, 0.6172], [0.3563, -0.2390, -1.1628], [-0.6656, 0.5307, 0.6363], [1.8861, -1.2645, -2.5240], [-0.3057, -0.1081, 1.4212], [-0.7462, -1.4645, -0.7256], [1.2732, -0.3234, -0.3937], [0.5680, 0.1225, 0.1857], [-0.7398, -1.0053, -1.3495], [1.2860, 0.8782, -0.1195], [-0.0049, -0.6484, -0.9101], [0.2387, 0.6580, 0.1927], [0.5362, 0.6867, -0.3481], [-0.4871, -0.2490, 0.5959], [-1.3155, -0.8154, -0.0873], [-1.4371, -0.0016, -0.0143], [-0.1893, -0.8652, -0.3412], [-0.5942, -0.3103, 0.1781], [-0.0229, -1.6417, -1.0682], [-0.4234, 2.3809, 0.1422], [0.4644, 1.6848, 0.5221], [-0.1344, 0.9604, 0.2587], [0.4999, -0.4362, 0.8090], [-0.4632, 0.3433, -0.7179], [0.8627, 0.5441, 0.0246], [0.5274, -0.1952, 0.0946], [-0.8471, 0.6913, -0.1448], [0.9697, 0.7752, -0.2654], [0.1939, 0.3941, -1.1273], [-0.9889, -0.7270, 0.2716], [-0.2699, -0.2012, 1.1437], [0.7692, 0.5010, -0.8966], [-0.3669, 1.3302, -0.0770], [0.1777, -0.4515, -0.6443], [-0.5847, -0.0300, 0.1132], [0.1677, -1.1002, -0.2540], [0.8971, 0.2756, 0.7250], [-0.2469, -0.2703, -0.3213], [0.4992, 1.0004, -0.4736], [0.4192, 0.3723, 0.8727], [0.1122, -1.1385, -0.3101], [-0.9573, 0.5970, 0.4435], [-0.9484, 0.7181, -0.2558], [0.3013, -0.0479, -0.9268], [0.4051, -0.9877, -0.2564], [0.4362, -0.2022, 0.3023], [-0.5527, 0.2259, -0.4891], [0.0326, 0.5518, 0.1600], [0.1141, -0.7919, -0.0335], [0.6107, 0.3122, 0.0442], [-0.0344, 0.0694, 0.1266], [-0.4146, -0.5226, 0.0440], [0.0561, 0.1985, 0.1327], [-0.2104, 0.0330, -0.1153], [0.1366, 0.0829, 0.0320], [-0.2968, -0.0128, -0.2324], [0.7732, 0.3498, 0.5264], [0.2860, -0.3647, -0.2924], [-0.6881, 0.3552, 0.2133], [0.2203, -0.0431, -0.3431], [-0.0411, -0.0303, -0.1402], [-0.4785, 0.0204, 0.4832], [0.0967, -0.1721, -0.1397], [0.1413, 0.0410, 0.1807], [-0.0132, -0.0592, -0.2308]]}

Record 2
{"formula": "C38H37N2P2S3Ta", "method": "ωB97M-V with the def2-TZVPD basis set", "homo_lumo_gap_ev": 6.949, "total_charge": 2, "largest_force_ev_per_a": 0.21, "total_energy_ev": -95610.4227, "symbols": ["Ta", "S", "P", "C", "P", "S", "C", "C", "C", "C", "C", "C", "C", "C", "C", "C", "C", "C", "C", "C", "C", "C", "C", "C", "C", "C", "C", "C", "C", "C", "H", "H", "H", "H", "H", "H", "H", "H", "H", "H", "H", "H", "H", "H", "H", "H", "H", "H", "H", "H", "C", "C", "C", "C", "C", "C", "C", "C", "H", "H", "H", "H", "H", "C", "C", "N", "C", "S", "N", "C", "C", "H", "H", "H", "H", "H", "H", "H", "H", "H", "H", "H", "H"], "positions_angstrom": [[1.1407, -0.1032, -0.3499], [-0.1258, 1.9071, 0.3034], [-0.5898, 0.7215, 1.9425], [0.2154, -0.6881, 1.3871], [-0.1762, -2.3160, 1.0154], [0.9995, -2.5039, -0.6867], [-1.8926, -2.5666, 0.5490], [-2.3386, -2.2173, -0.7244], [-3.6835, -2.3396, -1.0304], [-4.5786, -2.7947, -0.0703], [-4.1343, -3.1292, 1.2008], [-2.7877, -3.0213, 1.5162], [0.2676, -3.5124, 2.2578], [0.6996, -3.0771, 3.5070], [1.0135, -4.0124, 4.4823], [0.9026, -5.3662, 4.2002], [0.4741, -5.7975, 2.9492], [0.1509, -4.8729, 1.9722], [0.1450, 1.3967, 3.4238], [-0.4814, 2.4624, 4.0713], [0.1125, 3.0233, 5.1889], [1.3219, 2.5252, 5.6580], [1.9468, 1.4678, 5.0107], [1.3620, 0.9015, 3.8884], [-2.3567, 0.5906, 2.1806], [-3.2379, 0.7395, 1.1131], [-4.5917, 0.5239, 1.3146], [-5.0598, 0.1566, 2.5692], [-4.1777, -0.0027, 3.6304], [-2.8224, 0.2122, 3.4416], [-1.6408, -1.8696, -1.4778], [-4.0323, -2.0883, -2.0233], [-5.6270, -2.8962, -0.3175], [-4.8316, -3.4870, 1.9462], [-2.4363, -3.2973, 2.5027], [0.7842, -2.0172, 3.7138], [1.3450, -3.6854, 5.4584], [1.1517, -6.0945, 4.9603], [0.3915, -6.8551, 2.7397], [-0.1899, -5.2052, 0.9983], [-1.4279, 2.8448, 3.7082], [-0.3683, 3.8468, 5.6990], [1.7790, 2.9628, 6.5353], [2.8875, 1.0836, 5.3813], [1.8451, 0.0805, 3.3735], [-2.8713, 1.0285, 0.1359], [-5.2834, 0.6489, 0.4924], [-6.1188, -0.0016, 2.7241], [-4.5463, -0.2847, 4.6073], [-2.1370, 0.0992, 4.2728], [0.5280, 0.3129, -2.2999], [-0.0335, 0.3950, -3.3858], [-0.6776, 0.4997, -4.6492], [-0.4814, -0.4971, -5.6127], [-1.1151, -0.4004, -6.8380], [-1.9420, 0.6825, -7.1097], [-2.1395, 1.6743, -6.1563], [-1.5127, 1.5876, -4.9272], [0.1662, -1.3347, -5.3902], [-0.9646, -1.1686, -7.5839], [-2.4347, 0.7542, -8.0699], [-2.7835, 2.5148, -6.3756], [-1.6599, 2.3536, -4.1773], [4.1389, 1.1534, -4.4872], [4.9737, 1.5993, -3.2953], [4.5043, 0.9981, -2.0344], [3.6982, 1.4610, -1.1026], [3.4170, 0.3871, 0.2906], [3.0730, 2.6238, -1.0780], [2.9904, 3.7116, -2.0678], [3.9587, 4.8459, -1.7694], [4.5318, 1.6082, -5.3955], [3.0916, 1.4378, -4.3794], [4.1819, 0.0709, -4.6064], [4.9985, 2.6788, -3.1874], [6.0045, 1.2705, -3.4155], [4.8241, 0.0554, -1.8653], [2.5903, 2.8122, -0.2083], [1.9629, 4.0714, -2.0142], [3.1244, 3.2980, -3.0623], [3.7662, 5.2714, -0.7847], [3.8327, 5.6365, -2.5078], [4.9966, 4.5147, -1.7961]], "forces_ev_per_a": [[0.0912, -0.0825, 0.1576], [-0.0579, 0.1041, 0.0977], [0.0049, -0.0236, -0.0433], [-0.1506, -0.0428, -0.1332], [-0.0765, 0.0841, 0.0454], [0.0456, -0.0794, 0.0112], [0.1110, -0.0027, 0.0611], [-0.0453, -0.0169, 0.0134], [0.0016, 0.0122, -0.0402], [0.0134, -0.0057, 0.0099], [0.0291, -0.0092, 0.0215], [-0.0239, 0.0222, -0.0449], [0.0078, 0.0862, -0.0273], [-0.0079, -0.0275, -0.0011], [0.0013, 0.0006, -0.0104], [0.0049, 0.0134, 0.0123], [-0.0077, -0.0094, -0.0204], [0.0054, -0.0107, 0.0234], [-0.0106, -0.0490, -0.0140], [0.0148, -0.0046, -0.0021], [-0.0171, 0.0234, 0.0120], [0.0244, -0.0275, -0.0040], [-0.0113, 0.0082, -0.0047], [-0.0079, 0.0310, 0.0112], [0.1067, -0.0104, 0.0280], [-0.0275, -0.0122, -0.0043], [-0.0073, 0.0066, -0.0130], [0.0374, 0.0025, 0.0166], [-0.0144, -0.0029, -0.0041], [-0.0463, -0.0050, -0.0036], [-0.0042, -0.0017, 0.0030], [-0.0081, -0.0042, 0.0022], [-0.0039, -0.0014, -0.0008], [-0.0076, -0.0015, -0.0039], [-0.0130, -0.0109, 0.0104], [0.0061, 0.0016, 0.0107], [0.0002, -0.0020, 0.0020], [-0.0003, -0.0026, 0.0007], [-0.0008, 0.0008, -0.0028], [-0.0006, -0.0064, 0.0005], [0.0026, 0.0135, 0.0141], [-0.0049, -0.0001, -0.0053], [-0.0042, 0.0049, 0.0014], [0.0005, 0.0001, 0.0033], [0.0012, -0.0066, 0.0003], [0.0038, 0.0050, -0.0004], [-0.0017, 0.0004, 0.0000], [-0.0067, 0.0011, -0.0057], [-0.0028, 0.0012, 0.0018], [-0.0020, -0.0027, -0.0050], [-0.1260, -0.0099, -0.0456], [0.0600, 0.0879, 0.0128], [0.0075, -0.0654, -0.0869], [0.0133, 0.0274, 0.0181], [0.0011, -0.0032, -0.0065], [0.0089, -0.0002, 0.0155], [-0.0067, -0.0096, -0.0292], [0.0161, 0.0179, 0.0484], [-0.0062, -0.0081, -0.0010], [-0.0028, -0.0014, -0.0006], [-0.0018, 0.0024, -0.0014], [-0.0009, 0.0023, 0.0071], [-0.0058, -0.0015, 0.0001], [0.0023, 0.0329, 0.0718], [0.0289, -0.0226, -0.0943], [-0.0147, 0.0411, -0.0308], [-0.0302, -0.0025, -0.0597], [0.1295, 0.0049, -0.0353], [0.0212, 0.0302, 0.0095], [-0.0129, 0.0875, -0.0277], [-0.0073, -0.0641, -0.0065], [-0.0019, -0.0023, -0.0040], [-0.0263, 0.0230, 0.0168], [0.0056, -0.0055, -0.0026], [0.0597, -0.0183, 0.0144], [0.0227, 0.0166, 0.0334], [-0.0128, -0.0167, 0.0165], [-0.0052, -0.0596, -0.0019], [-0.0191, -0.0220, -0.0088], [-0.0519, 0.0023, 0.0137], [0.0005, 0.0030, 0.0004], [-0.0070, -0.0009, 0.0009], [0.0212, -0.0260, -0.0138]]}

Record 3
{"formula": "C6H10O2", "method": "ωB97M-V with the def2-TZVPD basis set", "homo_lumo_gap_ev": 9.192, "total_charge": 0, "largest_force_ev_per_a": 3.72, "total_energy_ev": -10476.0302, "symbols": ["C", "C", "C", "C", "C", "C", "O", "O", "H", "H", "H", "H", "H", "H", "H", "H", "H", "H"], "positions_angstrom": [[-0.8547, -0.6350, 0.0196], [-1.9832, -0.7761, 0.9896], [1.9923, -0.2658, -1.2618], [1.3298, 0.3308, -0.0332], [-0.2573, 0.6281, -0.2906], [-0.6869, 1.8854, -0.2947], [0.6993, -1.2180, 0.8219], [1.9156, 1.1473, 0.6862], [0.7234, -0.8965, 1.7372], [-0.8312, -1.3718, -0.7801], [-2.9151, -0.4819, 0.4892], [-2.0919, -1.8116, 1.3188], [-1.8474, -0.1314, 1.8594], [2.4215, 0.5395, -1.8599], [2.7826, -0.9375, -0.9217], [1.3121, -0.8413, -1.8913], [0.0326, 2.6983, -0.3130], [-1.7414, 2.1374, -0.2756]], "forces_ev_per_a": [[1.5327, -1.6182, 1.3129], [-0.0483, -0.1094, 0.0417], [0.3053, -0.6991, 0.4690], [-0.9215, 3.1850, -1.6775], [2.2172, 1.1390, 1.1688], [-0.2862, -0.6024, -0.1699], [-2.2170, 0.0705, -0.8313], [-0.3518, -1.4989, -0.1830], [-0.2946, 0.0617, -0.0961], [-0.0386, -0.0594, 0.1194], [0.1420, -0.0030, 0.0179], [0.0050, 0.1085, -0.0782], [0.0234, 0.0088, -0.1279], [-0.0457, 0.0176, 0.1765], [0.1189, 0.0882, -0.1657], [-0.0866, 0.0240, 0.1119], [-0.0438, -0.1444, -0.0185], [-0.0106, 0.0316, -0.0698]]}

Number 1 is which compound? C36H33F6N2O15P